{
  "formula": "C25H48BN2O9P2",
  "method": "the ωB97M-V functional and the def2-TZVPD basis",
  "e_lumo_ha": -0.0897,
  "e_homo_ev": -11.63,
  "charge": 1,
  "elements": ["H", "H", "P", "O", "C", "H", "O", "H", "C", "B", "H", "C", "H", "C", "C", "C", "H", "H", "H", "H", "C", "O", "H", "C", "H", "C", "O", "H", "H", "C", "C", "H", "H", "H", "C", "O", "H", "C", "H", "C", "H", "C", "H", "H", "H", "C", "H", "H", "H", "C", "H", "H", "C", "H", "C", "N", "H", "H", "H", "H", "C", "H", "C", "H", "C", "O", "H", "H", "O", "H", "O", "H", "C", "H", "N", "H", "O", "H", "H", "H", "P", "C", "H", "H", "C", "H", "H"],
  "coordinates": [[-5.139380, -1.612064, 1.407512], [0.961617, -0.605266, 0.616602], [6.570102, 4.397282, 1.971171], [6.805018, 2.989629, 2.833599], [-8.523015, -3.754153, -3.900531], [9.430024, 6.062442, 3.096957], [2.195454, -3.759484, 1.807511], [2.319482, 4.848130, -2.977312], [-0.904658, -2.376586, -1.384329], [2.201993, -3.326338, 0.506263], [9.773151, 1.696214, 1.807218], [-1.322751, 0.064102, -0.843245], [-9.930758, -3.584808, 1.719559], [1.633456, 2.875168, -2.278079], [0.535859, 0.735976, -2.422787], [1.500406, 1.616910, -2.895388], [4.367973, -3.783170, 0.091899], [-1.607405, -2.894410, -3.319379], [-0.867452, 2.611152, 0.063499], [0.382447, -0.260009, -2.855798], [-6.479982, -3.291297, 1.546821], [5.163383, 4.701089, 2.758468], [3.902880, 4.677085, 1.119253], [2.707321, 3.835936, -2.805566], [3.140918, 4.791783, 2.707407], [-0.186455, 2.357223, -0.753818], [-6.351324, -4.806374, -0.653214], [-11.130623, -3.930493, -0.490980], [-6.429816, -4.371910, 1.681262], [3.741744, 2.799439, 2.185076], [-5.104391, -2.700317, 1.318025], [8.757175, 6.007648, 1.480754], [-8.472767, -4.030210, -4.954610], [8.514653, 8.304004, 2.271487], [-0.290324, 1.105281, -1.349061], [-9.166922, -3.472703, -0.846225], [-6.907933, -2.880188, 2.463477], [9.114286, 2.499850, 2.138287], [2.915331, -3.322728, 2.286501], [-2.050157, -2.601103, -2.356273], [-9.011229, -4.569116, -3.359629], [0.790182, 3.241304, -1.232968], [3.665630, -2.490544, -0.979665], [-6.631316, -2.745337, -3.966334], [3.873040, 2.413319, 3.196216], [0.886735, -2.676304, -0.173083], [7.870328, 7.757981, 3.827745], [0.019074, -4.271588, -1.369893], [-10.807047, -5.126319, 1.628562], [-9.979993, -4.549210, 1.214368], [-2.771593, -3.346224, -1.990149], [2.742752, 2.535451, 1.830119], [7.910704, 7.537277, 2.759479], [-9.154573, -2.872318, -3.793969], [3.473741, -3.441379, -0.446713], [-0.650173, -1.238773, -0.780111], [3.167661, -4.154015, -1.242735], [-2.224374, 0.051666, -1.468060], [9.195561, 3.319419, 1.418114], [-9.051196, -5.082114, 1.441381], [0.511683, -1.390441, 0.017138], [4.473782, 2.293304, 1.548785], [7.683690, 2.006339, 2.247043], [9.467227, 2.877092, 3.097634], [-10.154413, -4.366011, -0.281203], [6.535018, 5.409090, 0.871539], [6.888974, 7.606599, 2.386502], [3.210543, 3.414409, -3.689749], [7.615739, 5.140448, 2.995103], [-6.528541, -4.402994, -3.368120], [-7.356787, -2.946167, 0.478838], [7.299282, 1.721492, 1.263008], [8.502002, 6.160498, 2.529699], [3.489588, 3.887193, -2.022899], [0.002178, -3.315379, -1.045666], [-4.388829, -3.083188, 2.048823], [-7.173464, -2.964020, -2.021512], [-2.598748, -1.653222, -2.448057], [-4.734143, -2.919660, 0.315244], [-10.103532, -5.329098, -0.795443], [-7.583190, -3.969365, -0.792756], [-7.133400, -3.490682, -3.347987], [7.642949, 1.124465, 2.886448], [0.876907, 4.229284, -0.769145], [3.941458, 4.305623, 2.148858], [2.172179, 1.334629, -3.710951], [-1.640626, 0.413858, 0.154135]],
  "forces_ev_per_a": [[-0.0345, -0.0240, 0.0581], [-0.3315, -0.1587, -0.2967], [-0.3605, 4.8789, 6.2905], [-0.2497, -0.5982, -3.3370], [-0.0679, -0.0783, 0.0936], [-0.0923, -0.1451, 0.0912], [-0.4298, 1.3333, -0.3991], [0.1419, -0.3581, -0.0883], [-1.8542, -0.9431, -1.3479], [0.5761, -0.2761, -0.7855], [-0.0545, -0.0143, -0.0083], [0.3765, 1.5193, -0.2292], [-0.0703, 0.0006, -0.0426], [0.4632, 0.3244, -0.9477], [-0.2293, 0.1292, 0.2686], [-0.2063, 0.0470, 0.5112], [-0.1950, -0.0161, -0.4371], [-0.4371, 0.0459, 0.2142], [0.3446, 0.1102, -0.2272], [0.2939, 0.4358, -0.0301], [0.2536, 0.0571, 0.0018], [0.2496, -0.6661, -0.4956], [-0.0075, 0.0321, 0.0156], [0.1934, -0.6834, 0.8993], [0.1175, 0.0838, 0.0387], [0.2747, -0.2522, -0.3209], [-2.3966, -2.6115, -0.6323], [0.1378, 0.1327, -0.1323], [0.0659, 0.0024, -0.1385], [0.1082, -0.1232, -0.0744], [0.2357, 0.2492, -0.0068], [-0.1564, 0.0081, -0.0215], [0.0341, -0.0101, 0.0234], [0.0078, -0.0183, 0.0186], [-0.4451, -0.7471, -0.3007], [0.3935, -3.3752, -0.5421], [-0.1062, 0.0788, -0.1062], [0.0017, 0.2029, -0.0370], [0.2148, -0.8040, 0.1243], [0.4678, 0.4521, 0.5347], [0.0030, -0.0206, -0.0808], [-0.3892, -0.0164, 0.3323], [0.0258, -0.3988, 0.2501], [0.0308, 0.0591, 0.1470], [-0.0351, 0.0709, 0.0086], [1.3365, -1.2934, 1.3607], [0.0565, -0.0082, -0.0197], [-0.0046, 0.1646, 0.0682], [0.0021, -0.0069, -0.0617], [0.2354, 0.0408, 0.0443], [0.4135, 0.0653, -0.1290], [0.0033, 0.0521, -0.0250], [-0.0891, 0.1005, 0.1723], [0.0605, 0.0186, -0.0314], [-0.6100, 0.3871, 0.3409], [0.6969, 0.5031, 1.2892], [0.3940, 0.1313, 0.3498], [0.3884, -0.3099, 0.0835], [0.0274, -0.0434, -0.0140], [-0.0491, -0.0384, 0.0145], [-0.8951, -1.0782, -0.9481], [-0.0644, -0.0239, -0.0225], [0.3893, -0.2215, 0.0529], [-0.0340, -0.0667, 0.0124], [-0.3885, -0.0968, 0.3332], [0.2000, -3.1089, -2.0761], [0.0723, -0.0908, -0.1831], [-0.4096, 0.3681, 0.1716], [0.2670, -0.7029, -0.5254], [0.0222, 0.0220, 0.0263], [-0.5042, -0.6236, 0.1050], [0.0106, -0.0925, 0.0388], [-0.0219, 0.4271, 0.0033], [-0.2696, 0.2685, -0.3608], [-0.0074, 2.3919, 0.6105], [-0.0255, 0.0124, 0.0145], [-0.4017, -0.6414, 0.1198], [0.1950, -0.4533, -0.2700], [-0.0923, -0.2258, 0.0164], [-0.0954, 0.0310, -0.0268], [2.9630, 7.1232, 1.0564], [-0.1116, -0.0467, -0.2837], [-0.1575, 0.1173, 0.0833], [0.0630, -0.3338, -0.2399], [-0.2158, -0.0696, -0.0242], [-0.3154, 0.1378, 0.2447], [0.1030, -0.7009, -0.2265]]
}


{
  "formula": "C25H48BeCl3N4O3SSi",
  "method": "the ωB97M-V functional and the def2-TZVPD basis",
  "e_above_lowest_kcal_mol": 39.0,
  "e_lumo_ha": 0.0921,
  "e_homo_ev": -4.97,
  "charge": -1,
  "elements": ["H", "O", "H", "H", "H", "C", "H", "H", "H", "Cl", "C", "Cl", "H", "Si", "H", "H", "C", "H", "C", "H", "N", "C", "C", "H", "C", "H", "C", "H", "H", "C", "C", "Be", "H", "C", "H", "Cl", "H", "N", "H", "O", "C", "C", "H", "H", "C", "H", "H", "C", "H", "S", "C", "H", "H", "H", "H", "H", "N", "H", "H", "C", "H", "H", "O", "C", "H", "H", "H", "H", "H", "H", "C", "C", "C", "H", "H", "H", "H", "H", "C", "C", "C", "H", "H", "H", "C", "N"],
  "coordinates": [[-0.023622, -4.639229, -1.854890], [1.480302, 0.313595, -0.617466], [0.983809, 0.301920, 6.514475], [-2.846124, -1.206338, 4.041357], [4.017445, -2.865148, -2.115185], [-0.930560, 5.304586, -5.793586], [0.906954, -3.205840, 0.106307], [1.628075, 5.150435, -3.686039], [-1.619530, 5.055606, 2.100298], [-0.141756, 0.706284, -3.110889], [-0.400768, -4.964928, -3.966735], [-1.424153, 1.269317, -0.171561], [-1.199569, -5.711714, -4.069630], [-0.394340, 3.990183, -4.556366], [-1.405055, 3.787283, 0.834808], [-2.320769, -1.919615, -1.130694], [-1.314041, -2.378475, -1.188069], [-0.413735, -4.343994, -4.866734], [-0.923247, 4.608737, 1.378126], [-1.700345, -2.780546, -4.630727], [2.653969, -1.416664, -1.552489], [0.029192, -3.752998, 0.471546], [2.178438, -0.019335, 3.404213], [1.562610, -1.429678, -3.366359], [-1.057098, -5.336614, 1.937111], [0.174759, 5.503374, 3.623230], [-1.524673, 4.054250, -3.063229], [2.427338, 0.079919, -3.015456], [-2.574414, 4.018789, -3.397064], [1.597286, -0.176512, 5.751834], [1.437238, 4.241538, -4.273457], [-0.069434, 0.151562, -1.208153], [-0.986700, -6.112849, 2.697394], [-2.567166, -0.143086, 4.047002], [3.684243, -2.781753, -0.351232], [-0.660372, 2.242085, -5.670363], [1.897788, 3.392118, -3.755945], [0.228792, 4.092544, 2.100365], [-0.931497, -0.312666, 6.700476], [-0.361416, -1.419604, -1.041640], [-0.138971, -0.317151, 3.947997], [0.857507, 2.951922, 1.734082], [-1.945567, 5.103152, -6.154751], [1.864517, 0.447454, 2.466153], [-1.215210, -3.379167, -0.020496], [-3.227286, -5.369295, 1.850251], [-2.233288, 0.819470, 6.293988], [-0.534126, -4.197177, -2.704865], [1.929644, 4.365220, -5.249142], [-0.337429, -1.131555, 2.485773], [2.484760, -1.006684, -2.940450], [2.319988, -1.209526, 0.470724], [-0.552833, 1.373658, 6.143467], [1.414428, 5.813796, 2.393447], [-0.254492, 5.294102, -6.657666], [-2.965764, -2.222356, -3.512909], [1.115458, 0.084666, 4.393987], [1.098847, -5.050552, 1.797519], [2.600197, 0.264670, 5.821327], [-1.878955, -2.301049, -3.666693], [3.338641, -1.403382, -3.496406], [1.647093, 4.486685, 3.580510], [1.979568, 2.622109, 2.127232], [0.114824, -4.754810, 1.441473], [2.506189, -3.542591, -1.462488], [1.682186, -1.254130, 5.966210], [-2.568933, 0.218328, 3.011273], [-3.344425, -3.568294, 0.084633], [0.235543, 2.318373, 1.050362], [-0.613945, 5.394091, 0.669871], [0.913787, 5.025357, 2.975002], [2.146816, -0.750088, -0.518360], [3.244650, -2.729655, -1.354089], [-1.363889, 3.222934, -2.360348], [-3.291229, 0.419946, 4.641771], [3.051038, 0.517489, 3.780728], [-1.377153, 5.002358, -2.519459], [0.539670, -5.525735, -3.950896], [-2.309839, -4.927378, 1.463801], [-1.224150, -3.048608, -2.564193], [-2.392989, -3.936857, 0.481640], [2.425255, -1.073245, 3.206342], [-1.466228, -1.281149, -3.723308], [-0.911797, 6.308437, -5.352143], [-1.216784, 0.511523, 6.031141], [-1.243185, 0.068174, 4.643345]],
  "forces_ev_per_a": [[-0.2972, 0.0707, 0.1193], [1.0343, -0.8110, 0.2720], [0.3208, -0.2741, -0.1340], [0.0490, 0.1965, -0.0687], [0.0300, -0.0637, 0.2551], [-0.0008, 0.1135, 0.0322], [-0.3979, -0.3795, 0.1470], [-0.0792, -0.1586, -0.0763], [0.0110, -0.1363, -0.1976], [0.0827, 0.4098, -0.1591], [0.2888, -0.4689, -0.5349], [-0.3040, 0.1958, 0.0867], [0.0540, 0.0715, -0.0106], [-0.3080, 0.0203, -0.3167], [0.0761, 0.2210, 0.0837], [-0.0682, -0.1593, 0.0403], [-0.2241, 0.3274, 0.5064], [0.0215, -0.0823, 0.1001], [0.1331, -0.2126, 0.0912], [-0.1543, 0.0529, -0.0159], [0.0701, -0.0094, 0.4563], [-0.0851, -0.1256, 0.3241], [0.0405, -0.2347, -0.3219], [0.2188, 0.1779, 0.2499], [0.0649, -0.0307, -0.1213], [0.0505, 0.0020, 0.0323], [0.0620, -0.1034, 0.0918], [-0.0255, -0.2296, 0.0518], [0.3187, -0.0047, 0.0598], [0.1868, 0.1680, -0.0856], [0.1522, -0.0972, 0.1276], [-1.0787, -1.0903, 0.0624], [-0.0658, 0.1290, -0.1151], [0.1993, -0.1196, -0.0033], [-0.0512, -0.0858, -0.2275], [-0.0596, 0.4367, -0.3727], [-0.1350, 0.1304, -0.0603], [0.2044, 0.4873, 0.3128], [-0.0253, 0.3228, 0.0182], [1.3265, 0.7104, -0.0152], [-0.2160, -0.1058, -0.8767], [0.3223, -0.8408, -0.3987], [0.1414, 0.0398, 0.0711], [0.1628, -0.1655, 0.3518], [-0.5429, 0.3020, -0.8565], [0.2308, 0.0144, 0.0495], [0.2702, 0.0036, 0.0194], [-0.5926, 0.9863, 0.0215], [-0.1257, -0.0695, 0.2147], [0.2346, 0.2195, 0.5771], [-0.2099, -0.1245, -0.1450], [0.0830, 0.2005, -0.2304], [-0.1095, -0.1334, 0.1169], [0.0394, -0.1135, 0.1345], [-0.1275, 0.0106, 0.1269], [0.2351, 0.0033, 0.0137], [-0.0767, 0.0965, 0.2759], [-0.2101, -0.0642, 0.1315], [-0.2639, -0.1810, 0.0249], [-0.0608, 0.2028, -0.4737], [-0.0008, 0.1899, 0.0190], [-0.1067, 0.1129, -0.2014], [-0.7937, 0.5736, -0.1483], [-0.2887, 0.3708, -0.2591], [0.1342, 0.3553, -0.0318], [-0.0400, 0.1168, -0.0314], [-0.0002, -0.1393, 0.2542], [0.2548, -0.2851, 0.2148], [0.5147, 0.3570, 0.3995], [-0.1064, -0.1602, 0.0797], [-0.1044, -0.0161, -0.1167], [-0.7569, 0.3948, -0.4998], [-0.0543, -0.1331, 0.1982], [0.0026, 0.1741, -0.2365], [0.0748, -0.0641, -0.1010], [-0.0723, -0.0310, -0.0206], [-0.0082, -0.2006, -0.1795], [-0.0379, 0.0169, -0.1793], [0.0828, 0.2430, -0.1398], [0.6832, -1.0225, 0.8446], [0.5974, -0.2502, 0.1738], [0.1199, 0.0865, 0.0599], [-0.2276, -0.2658, 0.1359], [-0.0063, -0.0742, -0.0560], [-0.3844, 0.0318, -0.3475], [-0.2958, -0.0290, 0.3364]]
}